Entry 1:
Entry from OMol25: a cluster of 2 separate species, C4H13NOS2 in total (wB97M-V/def2-TZVPD).

Output
Energy above the lowest of the compared OMol25 structures with the same formula, charge and spin   20.50 kcal per mole
HOMO-LUMO gap   9.6209 eV
Structure (SMILES)   CN[C@H](C)CSS.O
E_LUMO   0.0283 Eh
HOMO   -8.8 eV

CARTESIAN COORDINATES (ANGSTROEM)
C 1.532 1.570 -1.253
N 0.730 0.377 -1.133
C 0.905 -0.428 0.060
C 0.746 -1.929 -0.237
C -0.017 0.144 1.183
S -0.904 -1.092 2.153
S -2.036 0.008 3.413
H 1.521 1.904 -2.292
H 2.582 1.409 -1.013
H 1.150 2.366 -0.626
H 0.694 -0.198 -1.958
H 1.912 -0.283 0.453
H 0.771 -2.173 -1.306
H -0.165 -2.330 0.182
H 1.610 -2.498 0.134
H 0.589 0.780 1.832
H -0.744 0.793 0.717
H -3.086 0.325 2.627
O -2.878 0.618 -0.802
H -1.965 0.895 -0.927
H -2.947 -0.256 -1.206

---

Entry 2:
Entry from OMol25: a cluster of 15 separate species, C30H90O15S15 in total in a non-equilibrium geometry (wB97M-V/def2-TZVPD).

Output
Energy above the lowest of the compared OMol25 structures with the same formula, charge and spin   174.40 kcal per mole
HOMO-LUMO gap   8.6572 eV
E_LUMO   -0.0035 Eh
HOMO   -8.8 eV

CARTESIAN COORDINATES (ANGSTROEM)
C -8.832 -22.431 20.121
S -8.533 -24.063 19.282
O -9.505 -25.104 19.836
C -9.219 -23.347 17.669
H -8.805 -22.529 21.206
H -9.814 -21.992 19.945
H -8.131 -21.718 19.688
H -8.638 -22.453 17.440
H -10.193 -22.868 17.777
H -9.210 -24.039 16.827
C -17.554 -13.602 5.441
S -15.968 -14.041 6.187
O -16.300 -14.167 7.662
C -15.107 -12.434 5.969
H -17.847 -12.561 5.574
H -18.380 -14.188 5.844
H -17.393 -13.693 4.367
H -15.419 -12.080 4.986
H -14.021 -12.528 5.982
H -15.486 -11.713 6.694
C -4.717 -8.817 20.256
S -6.118 -9.466 19.235
O -5.572 -10.422 18.165
C -6.707 -10.644 20.546
H -5.140 -8.382 21.162
H -4.101 -8.189 19.613
H -4.150 -9.672 20.625
H -6.821 -10.063 21.461
H -5.832 -11.294 20.574
H -7.638 -11.005 20.110
C -24.816 -23.067 16.391
S -23.112 -23.553 15.886
O -23.281 -23.372 14.411
C -22.175 -22.061 16.469
H -24.838 -23.161 17.477
H -25.598 -23.668 15.927
H -24.938 -21.987 16.308
H -21.288 -21.894 15.859
H -21.963 -22.210 17.528
H -22.675 -21.097 16.377
C -4.702 -17.675 16.428
S -3.091 -18.552 16.597
O -3.396 -19.863 17.317
C -2.790 -18.873 14.859
H -5.347 -18.398 15.928
H -4.542 -16.822 15.769
H -5.045 -17.383 17.421
H -2.907 -17.916 14.352
H -3.664 -19.506 14.705
H -1.870 -19.396 14.596
C -23.693 -18.940 8.195
S -22.155 -20.036 8.303
O -21.120 -19.445 7.375
C -21.589 -19.697 10.029
H -23.331 -17.912 8.178
H -24.423 -19.208 8.960
H -24.218 -19.037 7.244
H -22.448 -19.756 10.698
H -21.263 -18.657 10.002
H -20.840 -20.460 10.239
C -24.655 -14.896 15.289
S -23.126 -13.840 15.322
O -23.659 -12.381 15.421
C -22.184 -14.212 16.888
H -24.586 -15.823 15.857
H -25.208 -14.972 14.353
H -25.366 -14.283 15.842
H -21.671 -15.173 16.889
H -22.943 -14.360 17.656
H -21.452 -13.421 17.055
C -15.835 -24.838 7.354
S -17.329 -25.345 8.319
O -17.432 -26.803 7.929
C -16.619 -25.204 10.000
H -15.388 -23.940 7.779
H -16.079 -24.661 6.306
H -15.007 -25.546 7.358
H -17.423 -25.368 10.718
H -16.031 -24.310 10.206
H -16.000 -26.057 10.276
C -8.615 -26.396 11.032
S -8.983 -25.364 9.589
O -9.765 -26.261 8.668
C -10.146 -24.165 10.456
H -9.554 -26.712 11.486
H -7.990 -25.896 11.771
H -8.046 -27.288 10.768
H -10.522 -23.402 9.775
H -9.752 -23.566 11.277
H -11.025 -24.743 10.743
C -15.038 -25.263 19.713
S -15.698 -25.275 17.969
O -15.109 -24.102 17.147
C -14.768 -26.774 17.293
H -15.662 -24.560 20.264
H -14.006 -24.961 19.536
H -15.076 -26.266 20.137
H -15.429 -27.434 16.732
H -14.296 -27.243 18.156
H -13.991 -26.351 16.655
C -8.003 -12.964 10.923
S -8.658 -14.348 9.890
O -8.123 -14.159 8.469
C -7.520 -15.675 10.591
H -6.939 -13.120 11.098
H -8.267 -12.924 11.980
H -8.180 -11.962 10.533
H -7.542 -15.684 11.680
H -6.491 -15.318 10.593
H -7.609 -16.651 10.112
C -20.445 -9.738 10.598
S -18.792 -8.853 10.662
O -19.035 -7.342 10.828
C -18.189 -9.508 12.239
H -20.237 -10.784 10.819
H -20.732 -9.487 9.576
H -21.262 -9.470 11.268
H -18.874 -9.372 13.076
H -17.223 -9.046 12.440
H -18.159 -10.597 12.203
C -14.008 -7.305 20.265
S -13.764 -5.482 20.415
O -14.386 -5.146 21.753
C -11.916 -5.595 20.703
H -13.634 -7.766 21.179
H -13.558 -7.668 19.341
H -15.075 -7.517 20.205
H -11.388 -6.041 19.861
H -11.828 -6.020 21.703
H -11.578 -4.575 20.887
C -14.299 -17.261 14.606
S -13.548 -16.874 16.281
O -12.037 -16.823 16.087
C -14.263 -15.184 16.499
H -15.350 -17.417 14.362
H -13.716 -18.153 14.378
H -14.029 -16.457 13.920
H -15.327 -15.191 16.736
H -14.277 -14.583 15.590
H -13.726 -14.641 17.276
C -17.401 -16.711 23.013
S -18.997 -17.503 23.464
O -19.791 -17.964 22.202
C -18.503 -19.040 24.357
H -16.794 -17.441 22.478
H -16.902 -16.287 23.885
H -17.459 -15.821 22.387
H -17.811 -18.777 25.158
H -17.912 -19.665 23.688
H -19.382 -19.529 24.778

---

Entry 3:
Entry from OMol25: an isolated molecule of C5H14N2O in a non-equilibrium geometry (wB97M-V/def2-TZVPD).

Output
Energy above the lowest of the compared OMol25 structures with the same formula, charge and spin   87.38 kcal per mole
HOMO-LUMO gap   9.6682 eV
Structure (SMILES)   NCCC[C@H](N)CO
E_LUMO   0.0364 Eh
HOMO   -8.7 eV

CARTESIAN COORDINATES (ANGSTROEM)
N 2.653 1.521 1.415
C 1.278 1.963 1.189
C 0.354 0.703 1.125
C 0.321 0.069 -0.222
C -1.005 -0.640 -0.567
N -1.264 -1.802 0.294
C -1.352 -0.910 -2.075
O -2.049 -2.139 -2.274
H 3.204 2.095 1.904
H 2.841 0.562 1.463
H 0.842 2.678 1.953
H 1.256 2.500 0.102
H 0.999 -0.088 1.696
H -0.483 0.933 1.690
H 0.581 0.760 -1.091
H 1.052 -0.710 -0.516
H -1.895 0.111 -0.202
H -0.935 -1.702 1.233
H -1.102 -2.787 0.007
H -0.460 -1.117 -2.732
H -1.836 -0.080 -2.517
H -3.002 -1.919 -1.878

---

Entry 4:
Entry from OMol25: a structure of composition C2H6NO in a non-equilibrium geometry (wB97M-V/def2-TZVPD).

Output
Energy above the lowest of the compared OMol25 structures with the same formula, charge and spin   120.80 kcal per mole
HOMO-LUMO gap   6.0968 eV
Charge   -1
E_LUMO   0.1607 Eh
HOMO   -1.7 eV

CARTESIAN COORDINATES (ANGSTROEM)
C -0.444 0.583 0.268
O -1.881 0.719 -0.406
C 0.507 -0.629 0.358
N 1.938 -0.792 -0.213
H 0.022 1.526 -0.113
H -1.010 0.176 -0.901
H 1.228 -0.149 1.038
H 0.046 -1.463 0.933
H -0.602 0.722 1.369
H 1.985 -0.944 -1.212

---

Entry 5:
Entry from OMol25: a structure of composition C21H21MnN5O2S in a non-equilibrium geometry (wB97M-V/def2-TZVPD).

Output
HOMO-LUMO gap (spin up / spin down)   6.5684 / 3.8193 eV
Charge   +4
E_LUMO (spin up / spin down)   -0.4995 / -0.6004 Eh
HOMO (spin up / spin down)   -20.2 / -20.2 eV
Multiplicity   4

CARTESIAN COORDINATES (ANGSTROEM)
N 0.155 2.174 -1.709
C 0.386 3.167 -1.142
C 0.628 4.357 -0.377
H -0.312 4.739 0.057
H 1.058 5.160 -0.999
H 1.323 4.156 0.455
N 3.051 -2.069 -0.469
C 3.943 -2.811 -0.501
C 5.066 -3.715 -0.573
H 5.774 -3.374 -1.336
H 4.725 -4.720 -0.845
H 5.583 -3.767 0.393
N -2.126 -2.921 0.302
C -3.170 -3.049 -0.197
C -4.459 -3.149 -0.858
H -4.957 -4.092 -0.592
H -4.314 -3.114 -1.950
H -5.106 -2.317 -0.538
Mn -0.445 0.580 -2.882
C 0.729 -3.184 0.843
O 1.213 -4.215 0.751
C 1.933 -1.066 1.995
O 2.795 -0.388 2.322
C 0.561 1.102 -4.398
C -0.868 1.067 -4.625
C -1.597 -0.120 -4.197
C -0.859 -1.205 -3.571
C 0.493 -1.041 -3.089
C 1.229 0.130 -3.550
H 1.145 1.948 -4.759
H -1.404 1.894 -5.084
H -2.684 -0.174 -4.237
H -1.417 -2.062 -3.210
H 0.920 -1.764 -2.394
H 2.257 0.256 -3.214
N -1.750 -1.883 2.982
C -1.420 -0.591 3.168
N -0.353 -0.006 2.656
C -0.248 1.309 3.056
C 0.750 2.223 2.685
C 0.718 3.517 3.193
C -0.322 3.932 4.041
C -1.337 3.038 4.411
C -1.294 1.736 3.927
S -2.414 0.417 4.227
H -2.669 -2.152 3.318
H -1.451 -2.347 2.118
H 1.531 1.894 1.997
H 1.508 4.220 2.924
H -0.339 4.956 4.413
H -2.160 3.323 5.062

---

Entry 6:
Entry from OMol25: a cluster of 15 separate species, H29O15 in total in a non-equilibrium geometry (wB97M-V/def2-TZVPD).

Output
Energy above the lowest of the compared OMol25 structures with the same formula, charge and spin   105.16 kcal per mole
HOMO-LUMO gap   7.7770 eV
Charge   -1
E_LUMO   0.0885 Eh
HOMO   -5.4 eV

CARTESIAN COORDINATES (ANGSTROEM)
O 0.121 5.364 -0.867
H 0.391 5.221 -1.650
H -1.760 -3.461 -0.316
O 3.023 0.249 -2.583
H 3.370 0.230 -3.402
H 3.513 0.647 -1.875
O -2.179 -3.747 -1.227
H 0.001 1.805 2.163
H -0.362 0.725 -0.053
O 2.533 -1.150 -0.388
H 3.144 -3.287 0.448
H 2.136 -0.874 -1.257
O 0.110 -0.089 5.438
H -0.721 0.237 5.496
H 2.316 -0.982 2.347
O -3.501 1.635 1.120
H -0.095 -3.569 -1.474
H -3.118 0.838 1.598
O -0.577 2.490 2.449
H 0.438 0.199 4.640
H -1.180 2.685 1.835
O 3.534 1.834 0.465
H 3.298 1.033 0.849
H -0.622 5.293 -0.338
O 3.317 -4.006 1.054
H 2.415 -4.444 1.256
H -0.200 1.928 -0.894
O 0.414 -2.863 -1.281
H 2.043 -1.858 -0.158
O -0.986 -0.732 -2.003
H -1.427 0.084 -2.373
H 0.068 -1.994 -1.479
O -3.509 -1.136 -1.414
H -1.800 -1.071 -1.459
H -3.605 -1.492 -2.381
O 1.468 -0.415 2.096
H 1.956 -0.077 1.351
H 2.717 2.148 0.038
O 0.369 1.339 -0.276
H -3.784 1.195 0.388
H -2.352 -2.800 -1.462
O -3.957 1.235 -2.187
H -3.800 1.260 -3.079
H -4.420 0.320 -1.924

---

What did the third record say?
Entry from OMol25: an isolated molecule of C5H14N2O in a non-equilibrium geometry (wB97M-V/def2-TZVPD).

Output
Energy above the lowest of the compared OMol25 structures with the same formula, charge and spin   87.38 kcal per mole
HOMO-LUMO gap   9.6682 eV
Structure (SMILES)   NCCC[C@H](N)CO
E_LUMO   0.0364 Eh
HOMO   -8.7 eV

CARTESIAN COORDINATES (ANGSTROEM)
N 2.653 1.521 1.415
C 1.278 1.963 1.189
C 0.354 0.703 1.125
C 0.321 0.069 -0.222
C -1.005 -0.640 -0.567
N -1.264 -1.802 0.294
C -1.352 -0.910 -2.075
O -2.049 -2.139 -2.274
H 3.204 2.095 1.904
H 2.841 0.562 1.463
H 0.842 2.678 1.953
H 1.256 2.500 0.102
H 0.999 -0.088 1.696
H -0.483 0.933 1.690
H 0.581 0.760 -1.091
H 1.052 -0.710 -0.516
H -1.895 0.111 -0.202
H -0.935 -1.702 1.233
H -1.102 -2.787 0.007
H -0.460 -1.117 -2.732
H -1.836 -0.080 -2.517
H -3.002 -1.919 -1.878